[1]
This record from the OMol25 dataset describes C26H24ClIrN2O2Te as an isolated structure. The level of theory is ωB97M-V/def2-TZVPD.

Computed properties:
Electronic energy in eV: -57079.08550
Highest occupied orbital energy (spin up / spin down) in eV: -5.508 / -7.849
2S+1: 5
HOMO-LUMO gap (spin up / spin down) in eV: 5.0759 / 6.1693

Structure (XYZ):
```
57
Properties=species:S:1:pos:R:3:mulliken_charge:R:1
Ir -0.01375 -0.27051 1.16040 1.23
Cl 3.71976 1.07394 7.24951 -0.24
C 2.62090 1.00425 5.89698 0.23
C 1.77705 2.07774 5.64322 -0.63
C 0.92382 2.01122 4.55498 -0.28
C 0.88117 0.90145 3.72152 0.24
O 0.02510 0.97119 2.67391 -0.77
C 1.72051 -0.20301 3.99501 0.83
C 1.76045 -1.40938 3.23483 -0.55
N 0.94871 -1.70867 2.20568 -0.14
C 0.98251 -2.92569 1.57698 0.63
C 1.58109 -4.09565 2.05138 -0.87
C 1.54618 -5.26062 1.27859 -0.77
C 0.93875 -5.30417 0.04348 -0.99
C 0.31094 -4.14293 -0.46252 0.87
C -0.34026 -4.06975 -1.70878 -0.61
C -0.92403 -2.89336 -2.12437 -0.90
C -0.88327 -1.77971 -1.29811 0.23
N -0.27922 -1.81694 -0.10923 0.09
C 0.32751 -2.96658 0.31886 0.33
C 2.59763 -0.10863 5.09640 -1.16
H 1.79071 2.94636 6.28657 0.41
H 0.26188 2.83615 4.32098 0.43
H 2.51845 -2.13476 3.50411 0.30
H 2.05697 -4.10984 3.02085 0.35
H 2.01187 -6.15687 1.66942 0.38
H 0.93536 -6.21038 -0.54787 0.38
H -0.37213 -4.95207 -2.33741 0.42
H -1.42097 -2.82062 -3.08131 0.43
H -1.33445 -0.83673 -1.57605 0.25
H 3.25371 -0.94198 5.31790 0.39
C 2.50697 1.31246 0.67311 -0.78
O 1.34473 0.89050 -0.00846 -0.63
H 2.28698 2.08005 1.42441 0.27
H 3.21376 1.73946 -0.04466 0.32
H 3.00283 0.48032 1.18790 0.27
C -3.00959 2.67974 -5.81020 -1.45
C -2.47882 2.42520 -4.42333 0.61
C -1.24769 2.92955 -4.02102 -0.95
C -0.77002 2.75865 -2.72822 0.73
C 0.58300 3.30895 -2.35174 -1.58
C -1.56048 2.05954 -1.80533 0.37
Te -0.99657 2.06925 0.22848 0.26
C -2.77893 1.48838 -2.20056 0.99
C -3.65431 0.67350 -1.27550 -1.85
C -3.21663 1.68989 -3.50762 -0.78
H -2.28176 3.21534 -6.41939 0.35
H -3.91977 3.28135 -5.76715 0.32
H -3.25907 1.74594 -6.31769 0.34
H -0.63942 3.47394 -4.73597 0.26
H 1.08755 3.72803 -3.22111 0.39
H 1.21047 2.52663 -1.91954 0.21
H 0.49164 4.09749 -1.59966 0.39
H -3.10290 0.28034 -0.42177 0.21
H -4.09184 -0.16803 -1.81546 0.40
H -4.47816 1.27447 -0.88337 0.40
H -4.16492 1.25560 -3.81204 0.40
```


[2]
This record from the OMol25 dataset describes C26H25AuN5O2S as an isolated structure. The level of theory is ωB97M-V/def2-TZVPD.

Computed properties:
Net charge: +1
Electronic energy in eV: -53437.06991
Highest occupied orbital energy in eV: -11.019
HOMO-LUMO gap in eV: 8.2721

Structure (XYZ):
```
60
Properties=species:S:1:pos:R:3:mulliken_charge:R:1
Au 0.29031 -0.31609 0.17880 0.49
C 0.08447 1.17001 5.11809 -0.53
O 1.29410 0.40826 4.82797 -0.42
C 1.16173 0.03911 3.54282 0.03
N 0.08934 0.27719 2.92420 -0.16
C -0.81646 0.92453 3.88569 -0.12
C -1.45244 2.17626 3.33648 0.05
C -2.60740 2.67393 3.93046 -0.40
C -3.19881 3.83533 3.45731 -0.59
C -2.64220 4.50726 2.37775 -0.47
C -1.49094 4.01422 1.78103 -0.78
C -0.89741 2.85392 2.25883 -0.03
C 2.33284 -0.64362 2.93531 0.34
C 3.43777 -1.03310 3.68102 -0.60
C 4.48233 -1.67044 3.03021 -0.44
C 4.40768 -1.88267 1.66101 -0.61
C 3.26696 -1.44473 1.01014 0.46
N 2.25126 -0.85719 1.62827 0.03
C 3.08228 -1.53047 -0.45749 0.33
N 2.15011 -0.92569 -1.06957 -0.46
C 2.30353 -1.20026 -2.50459 -0.36
C 3.53052 -2.14281 -2.55099 -0.52
O 3.96216 -2.24231 -1.15957 -0.44
C 1.05514 -1.77551 -3.12502 -0.15
C 0.78595 -1.51945 -4.46707 -0.36
C -0.33885 -2.05647 -5.07692 -0.69
C -1.20949 -2.85459 -4.34482 -0.53
C -0.94317 -3.11935 -3.00908 -0.67
C 0.18675 -2.58679 -2.40082 -0.11
H 0.37126 2.21607 5.22173 0.38
H -0.32540 0.80126 6.05411 0.29
H -1.60686 0.20724 4.12289 0.50
H -3.05417 2.14744 4.76636 0.42
H -4.09504 4.21449 3.92956 0.40
H -3.10111 5.41409 2.00718 0.42
H -1.04888 4.53675 0.94248 0.41
H -0.00277 2.46901 1.78594 0.41
H 3.46783 -0.83649 4.74263 0.50
H 5.35361 -1.99239 3.58391 0.45
H 5.20468 -2.36089 1.11118 0.50
H 2.52488 -0.25071 -2.99699 0.73
H 4.36402 -1.74852 -3.12598 0.30
H 3.28281 -3.14699 -2.89006 0.38
H 1.45491 -0.88648 -5.03877 0.44
H -0.53435 -1.85244 -6.12108 0.43
H -2.08569 -3.27646 -4.81849 0.44
H -1.61496 -3.74191 -2.43363 0.44
H 0.38447 -2.80591 -1.35922 0.51
S -2.03703 -0.31287 0.17742 -0.48
C -2.41907 0.27318 -1.37981 0.38
N -3.56181 0.89098 -1.67297 -0.17
C -3.68153 1.21898 -3.09161 -0.53
C -2.37238 0.63386 -3.67438 -0.41
N -1.67868 0.16004 -2.48072 0.32
H -4.22646 1.13779 -0.96085 0.20
H -3.74657 2.29699 -3.23306 0.29
H -4.56628 0.75535 -3.52428 0.32
H -1.78165 1.38776 -4.19206 0.31
H -2.56241 -0.19160 -4.36027 0.24
H -0.86343 -0.43614 -2.49060 -0.09
```


[3]
This record from the OMol25 dataset describes C26H25ClN2O5W as an isolated structure in a non-equilibrium geometry. The level of theory is ωB97M-V/def2-TZVPD.

Computed properties:
Net charge: +2
Electronic energy in eV: -54919.15970
Highest occupied orbital energy in eV: -14.746
HOMO-LUMO gap in eV: 6.3452

Structure (XYZ):
```
60
Properties=species:S:1:pos:R:3:mulliken_charge:R:1
W -0.72316 0.70987 -0.19042 1.22
O -0.00531 2.19472 -1.94988 -0.62
C -0.74200 3.18842 -2.68836 -0.58
C -1.97141 3.39726 -1.84151 -0.95
N -2.47458 2.06977 -1.39028 -0.20
C -2.83915 1.20395 -2.53343 -0.54
C -1.62219 0.39004 -2.97564 0.48
O -1.25729 0.20086 -4.08858 -0.51
O -1.01023 -0.17254 -1.90398 -0.66
C -3.60014 2.26900 -0.46659 -0.53
C -3.59247 1.18873 0.58822 0.35
O -4.48657 0.74001 1.20233 -0.45
O -2.27845 0.74627 0.83266 -0.42
H 0.82750 1.94435 -2.37877 0.18
H -0.96622 2.81137 -3.68652 0.36
H -0.15917 4.10522 -2.76252 0.49
H -2.74911 3.93965 -2.38481 0.46
H -1.70832 3.96666 -0.94924 0.45
H -3.24314 1.77807 -3.36887 0.43
H -3.59672 0.48462 -2.21373 0.49
H -4.57100 2.29515 -0.96303 0.46
H -3.47358 3.21326 0.06748 0.42
Cl 1.59282 4.61509 -0.53765 -0.14
C 2.23066 3.00697 -0.64957 0.32
C 3.29186 2.76863 -1.49882 -0.53
C 3.82045 1.48449 -1.61900 -0.66
C 3.33050 0.46334 -0.83302 -0.98
C 2.28039 0.71913 0.05466 0.54
C 1.66335 1.97397 0.13151 -0.49
C 0.39599 2.15447 0.88842 -1.14
H 3.71116 3.58613 -2.06900 0.47
H 4.64133 1.31369 -2.30141 0.46
H 3.77646 -0.52082 -0.86428 0.51
H 2.01492 -0.03976 0.77553 0.82
H -0.02003 3.15861 0.86524 0.59
H 0.42099 1.76267 1.90901 0.50
N -0.21347 -0.70882 0.64336 0.41
C 0.17212 -1.86086 1.20219 0.15
C 0.42391 -2.99175 0.35572 0.99
C 0.74151 -2.81549 -1.00123 -0.12
C 0.94780 -3.91407 -1.80644 -1.09
C 0.80144 -5.19666 -1.28398 -0.41
C 0.45661 -5.38766 0.05018 -0.97
C 0.27641 -4.29545 0.87296 -0.39
C 0.35450 -1.83475 2.63403 0.85
C -0.41989 -0.95273 3.41328 -0.20
C -0.25619 -0.92333 4.78041 -0.95
C 0.70627 -1.73089 5.38050 -0.39
C 1.49802 -2.58504 4.62125 -0.99
C 1.31969 -2.65026 3.25414 -0.42
H 0.85390 -1.82045 -1.41491 0.40
H 1.21753 -3.77878 -2.84433 0.47
H 0.94195 -6.05497 -1.92723 0.44
H 0.31725 -6.38687 0.43717 0.45
H -0.04083 -4.43415 1.89655 0.62
H -1.18192 -0.34283 2.93983 0.60
H -0.87564 -0.27939 5.38849 0.47
H 0.84537 -1.68718 6.45242 0.43
H 2.25462 -3.19079 5.09855 0.45
H 1.95087 -3.28816 2.65092 0.64
```


[4]
This record from the OMol25 dataset describes C26H25CoNOSi as an isolated structure in a non-equilibrium geometry. The level of theory is ωB97M-V/def2-TZVPD.

Computed properties:
Net charge: -1
Electronic energy in eV: -76405.65493
Highest occupied orbital energy (spin up / spin down) in eV: -3.628 / -3.722
2S+1: 5
HOMO-LUMO gap (spin up / spin down) in eV: 6.5812 / 6.6724

Structure (XYZ):
```
55
Properties=species:S:1:pos:R:3:mulliken_charge:R:1
C 0.90210 -1.27560 -1.80220 -0.40
C -0.49520 -1.20320 -2.05490 -0.65
C -1.17750 -1.90140 -1.01480 -0.58
C -0.19740 -2.39310 -0.10980 -0.58
C 1.08840 -2.00070 -0.59040 -0.64
Co 0.00000 0.00000 0.00000 -0.19
C -1.57290 1.65140 -0.91270 -0.61
C -0.42690 2.04470 -1.48190 0.40
C 0.52610 2.57010 -2.22460 -0.75
N 1.34080 1.01380 0.31200 0.01
H -2.25870 -2.02290 -0.92160 0.35
H -0.96010 -0.70070 -2.90630 0.52
H -0.39020 -2.95170 0.80740 0.44
H 2.04520 -2.21010 -0.11000 0.41
H 1.69000 -0.82490 -2.40720 0.42
H -2.24370 0.94520 -1.41750 0.33
H 2.20970 1.56140 0.33530 0.03
H -1.91770 2.09180 0.02950 0.24
H 0.27280 3.36800 -2.93690 0.26
H 1.56520 2.23780 -2.15850 0.26
O -0.00540 -0.01700 1.97010 0.77
Si -0.00960 -0.05370 3.69850 -0.62
C -1.69370 0.33850 4.37820 0.27
C -2.74810 -0.49590 4.05780 -0.35
C -4.04440 -0.06210 4.26610 -0.73
C -4.32210 1.14340 4.86540 -0.47
C -3.27950 1.94760 5.22430 -0.50
C -2.00470 1.51130 5.04640 -0.43
C 0.46290 -1.73310 4.32330 1.56
C -0.49000 -2.68710 4.68660 -0.46
C -0.07930 -3.85910 5.29360 -0.94
C 1.24870 -4.18310 5.42110 -0.41
C 2.18270 -3.26920 5.02300 -0.90
C 1.80120 -2.07370 4.48160 -0.43
C 1.19290 1.19230 4.41620 0.55
C 0.83920 2.47010 4.86200 -0.46
C 1.78350 3.44340 5.01430 -0.83
C 3.11340 3.18460 4.83760 -0.32
C 3.48140 1.93980 4.40590 -0.97
C 2.53660 0.97990 4.17310 -0.28
H -2.62930 -1.41960 3.51280 0.28
H -4.84990 -0.64030 3.90380 0.41
H -5.34010 1.43650 5.05980 0.37
H -3.46400 2.87430 5.71790 0.42
H -1.35400 2.00200 5.68420 0.66
H -1.54860 -2.59030 4.59320 0.13
H -0.79900 -4.53580 5.66930 0.40
H 1.54220 -5.13650 5.82990 0.38
H 3.22240 -3.48460 5.13620 0.36
H 2.61270 -1.51400 4.20140 0.13
H -0.09890 2.93510 4.83200 0.51
H 1.48060 4.44270 5.20240 0.42
H 3.84040 3.96830 4.96060 0.37
H 4.49840 1.74650 4.14730 0.39
H 2.90350 0.18270 3.61230 0.42
```